A molecular structure, C19H43F3Li2N2O5. Source: the OMol25 dataset; level of theory: ωB97M-V/def2-TZVPD.

Energy relative to the best compared isomer or geometry (same formula, charge and spin) = 49.9 kJ/mol
HOMO level = -8.805 eV
Orbital gap = 9.19 eV

```
74
Properties=species:S:1:pos:R:3:forces:R:3:lowdin_charge:R:1
Li -1.44048 1.68499 0.03868 -0.71 -0.33 -0.18 0.568
Li -2.40878 -0.43681 -0.67101 0.23 0.58 0.01 0.607
O -0.57242 0.26959 -0.88294 -0.91 0.26 0.40 -0.526
H 0.37020 0.38435 -0.86433 0.43 -0.16 -0.03 -0.113
O -3.24570 1.10548 -0.03506 1.19 -0.67 -0.17 -0.566
H -4.00531 1.66477 0.00621 -0.53 0.18 0.02 -0.110
C -3.06551 3.75843 2.44764 -0.50 0.61 -0.31 -0.070
C -1.62465 4.11786 2.11160 -0.52 -0.42 0.65 -0.237
N -0.89300 2.94714 1.60744 0.01 1.02 -0.90 -0.247
C -0.56443 1.96653 2.62598 1.12 -0.21 0.43 -0.250
C 0.42291 2.44021 3.71733 -0.38 -0.19 -0.05 -0.064
C 0.26459 3.37958 0.79941 0.21 0.00 0.31 -0.256
C -0.14125 4.09045 -0.49485 -0.37 0.44 0.06 -0.074
H -3.58805 4.66123 2.77979 0.08 -0.09 0.22 0.076
H -3.19819 2.98431 3.19995 0.22 0.01 0.09 0.071
H -3.60463 3.43820 1.55529 0.19 -0.18 -0.05 0.063
H -1.62995 4.94148 1.40261 0.01 -0.31 -0.39 0.104
H -1.13975 4.56479 2.98986 0.16 -0.25 0.11 0.113
H -1.46894 1.52242 3.03816 -0.11 0.22 0.06 0.110
H -0.03140 1.15245 2.12013 -0.25 -0.08 -0.14 0.106
H 0.67131 1.60959 4.38018 -0.01 -0.05 -0.09 0.075
H 1.34633 2.76580 3.24062 0.06 0.10 0.11 0.069
H 0.04069 3.23567 4.35650 -0.05 0.09 -0.12 0.066
H 0.87950 2.48788 0.65163 0.02 0.06 -0.32 0.109
H 0.88289 4.09981 1.35059 0.15 -0.13 0.13 0.119
H -0.44016 5.10754 -0.23438 0.02 0.02 -0.12 0.065
H -1.00751 3.67732 -1.01949 0.10 -0.33 0.09 0.076
H 0.65893 4.20470 -1.22442 0.20 -0.28 0.17 0.078
C -3.73997 -3.17495 -2.51162 0.24 0.81 0.23 -0.079
C -3.79162 -3.22412 -0.97792 0.52 0.06 -0.95 -0.248
N -2.66149 -2.54683 -0.33411 -0.77 0.66 -0.59 -0.247
C -2.91261 -2.51736 1.12081 0.51 0.47 -0.50 -0.236
C -1.87560 -1.74955 1.89417 1.53 -0.04 1.52 -0.090
C -1.34646 -2.91564 -0.83717 0.85 -0.39 0.78 -0.273
C -0.92542 -4.37627 -0.57305 -0.31 0.89 0.36 -0.056
H -3.60861 -2.13011 -2.82011 -0.20 0.02 0.09 0.079
H -4.70967 -3.48896 -2.89110 0.16 -0.29 -0.24 0.075
H -2.90006 -3.67341 -2.99385 -0.24 -0.53 0.16 0.067
H -4.70876 -2.68289 -0.74495 0.00 -0.16 0.53 0.117
H -3.85334 -4.26060 -0.62620 -0.26 -0.05 0.03 0.116
H -3.85161 -1.96674 1.17469 -0.23 -0.36 0.45 0.119
H -2.99648 -3.52300 1.54538 -0.24 -0.09 -0.06 0.119
H -1.90987 -1.91355 2.98187 -0.86 -0.11 -0.14 0.084
H -0.84562 -2.11432 1.76765 -0.18 0.10 -0.70 0.071
H -1.85673 -0.66291 1.81400 -0.25 -0.04 -0.59 0.046
H -0.65945 -2.20737 -0.36413 0.16 -0.26 -0.05 0.076
H -1.23292 -2.69413 -1.89916 -0.44 0.05 -0.03 0.104
H -1.60454 -5.04016 -1.10487 0.25 -0.29 -0.03 0.067
H -0.99245 -4.57072 0.50016 -0.07 -0.18 -0.03 0.069
H 0.11691 -4.52071 -0.85123 -0.07 -0.19 -0.26 0.072
C 3.00924 -2.34105 0.94507 0.23 -1.13 1.37 -0.057
C 3.12563 -1.28463 -0.12901 -0.41 -0.11 1.22 -0.167
O 4.53209 -1.04343 -0.34717 -0.18 -0.55 -1.21 0.046
C 5.12549 -0.22926 0.48413 0.12 0.21 0.23 -0.422
O 4.63653 0.30608 1.43108 -0.10 0.37 0.44 0.166
C 6.60228 -0.02516 0.08274 -0.20 -0.28 0.03 -0.561
F 6.68829 0.21712 -1.22267 0.18 0.10 -0.20 0.177
F 7.13709 0.98233 0.75064 0.04 0.27 0.07 0.181
F 7.31248 -1.12458 0.36181 0.04 -0.17 -0.05 0.169
H 3.50031 -3.29058 0.70894 0.10 0.24 -0.54 0.086
H 2.02956 -2.66834 1.30751 -0.38 0.56 -0.71 0.073
H 3.48447 -2.04569 1.88565 0.16 0.42 -0.25 0.080
H 2.70366 -0.34502 0.22633 -0.20 -0.03 -0.11 0.115
H 2.63263 -1.59684 -1.04329 0.49 0.10 -0.35 0.122
C 2.58913 1.31870 -3.62186 -0.24 0.31 0.19 -0.016
C 2.33821 -0.12534 -4.00137 0.48 -0.17 0.35 -0.502
O 3.25904 -0.85289 -4.30321 -0.17 0.08 -0.14 0.056
C 0.92813 -0.64788 -3.86968 0.27 1.03 0.03 -0.019
H 1.64685 1.86674 -3.58825 0.12 0.13 0.05 0.072
H 3.29890 1.82963 -4.27056 -0.07 -0.24 -0.27 0.085
H 3.05297 1.36457 -2.63232 -0.15 -0.19 0.08 0.080
H 0.68367 -0.72208 -2.80342 0.09 -0.57 -0.02 0.055
H 0.85933 -1.55284 -4.46246 -0.36 -0.17 0.27 0.085
H 0.22314 0.13897 -4.15101 -0.05 -0.25 -0.47 0.084
```
Positions in Å, forces in eV/Å.

---

2 unconnected molecules or ions with the total composition C19H43IO5SSi2. Source: the OMol25 dataset; level of theory: ωB97M-V/def2-TZVPD.

HOMO level = -9.655 eV
Orbital gap = 9.84 eV
Structure (SMILES) = COCCCCCCCC[C@@H]1CCS(=O)(=O)O[C@H]1I.C[Si](C)(C)O[Si](C)(C)C

```
71
Properties=species:S:1:pos:R:3:forces:R:3:lowdin_charge:R:1
C 3.37152 -1.53340 1.29410 0.12 0.43 0.67 -0.102
O 3.74727 -0.20839 1.60408 -0.24 -0.27 -0.54 -0.174
C 2.80501 0.43853 2.43773 1.75 0.35 0.53 -0.241
C 3.41031 1.80229 2.68845 -1.14 -0.26 -0.86 -0.161
C 3.02511 2.75797 1.55881 0.43 1.12 0.96 -0.179
C 2.22907 4.00001 2.03051 -0.26 -0.42 -1.31 -0.187
C 0.77624 4.11741 1.52022 0.56 0.22 1.76 -0.187
C -0.01656 4.95856 2.53798 -0.66 -0.23 -1.26 -0.190
C -1.54809 5.06049 2.36064 0.55 -0.42 0.91 -0.178
C -2.41514 4.26172 3.35265 0.66 0.49 -1.62 -0.250
C -2.47457 2.76008 3.23151 -0.06 0.40 0.45 -0.368
C -2.64281 2.25692 1.81934 -0.77 -0.63 0.37 -0.162
C -2.73063 0.71613 1.76056 -0.92 1.27 0.91 -0.153
S -2.80625 -0.05083 3.38588 1.61 -1.98 0.47 0.602
O -1.46791 -0.18048 3.83100 1.64 1.11 0.32 -0.263
O -3.45971 -1.30427 3.37925 -1.85 -0.34 -0.67 -0.248
O -3.56657 0.89695 4.42765 -0.28 -0.18 -0.93 -0.279
C -3.70842 2.22903 3.98665 0.82 0.83 0.44 -0.726
I -4.27778 3.35074 5.72380 -0.15 -0.28 0.10 0.972
H 3.71961 -2.18940 2.07668 0.21 -0.50 0.29 0.088
H 3.76691 -1.83588 0.34710 0.45 -0.02 -0.51 0.074
H 2.30626 -1.61590 1.25162 -0.82 -0.09 -0.12 0.055
H 1.85205 0.51796 1.96305 -0.92 -0.08 -0.39 0.109
H 2.70827 -0.06002 3.38793 -0.19 -0.70 0.41 0.121
H 3.07847 2.15915 3.64191 -0.17 0.39 0.61 0.102
H 4.47170 1.67083 2.71219 0.66 -0.10 0.24 0.109
H 3.94776 3.13425 1.15923 0.44 0.14 -0.54 0.098
H 2.53260 2.23643 0.76227 -0.39 -0.31 -0.46 0.102
H 2.21372 4.03939 3.09989 0.09 0.00 0.71 0.088
H 2.76246 4.86196 1.67546 0.28 0.67 0.08 0.102
H 0.41885 3.11449 1.41029 -0.67 -0.63 -0.18 0.088
H 0.73862 4.64940 0.59301 -0.03 -0.03 -0.87 0.106
H 0.33207 5.96140 2.37394 0.46 0.61 0.18 0.104
H 0.24663 4.70347 3.54780 0.01 -0.30 0.59 0.104
H -1.84379 4.92851 1.33773 -0.14 -0.21 -0.66 0.103
H -1.77697 6.07910 2.61168 -0.34 0.65 -0.07 0.100
H -3.40561 4.66368 3.24228 -0.64 0.24 0.16 0.087
H -2.02216 4.52746 4.30693 -0.07 0.11 0.94 0.072
H -1.57111 2.36731 3.65779 0.46 -0.46 0.39 0.141
H -1.93502 2.64638 1.12687 0.81 0.16 -0.38 0.102
H -3.60812 2.60718 1.49948 -0.45 0.45 -0.42 0.118
H -3.62575 0.43072 1.25670 -0.57 -0.43 -0.47 0.099
H -1.87996 0.31339 1.27079 0.74 -0.77 -0.08 0.100
H -4.51825 2.30065 3.28883 -0.90 0.07 -0.04 0.089
O 0.60022 -3.05406 -3.95039 0.02 0.03 0.05 -0.270
Si 0.22903 -3.49039 -5.49508 -0.13 -0.16 -0.48 0.346
C -1.61182 -3.32653 -5.79660 0.13 0.02 0.19 -0.163
C 0.72865 -5.26624 -5.81070 0.00 0.12 0.19 -0.163
C 1.12722 -2.39684 -6.71250 0.04 0.05 0.32 -0.165
Si 0.24970 -3.48755 -2.39835 -0.14 -0.14 0.41 0.353
C 1.16795 -2.39234 -1.19534 -0.05 -0.01 -0.51 -0.167
C 0.75114 -5.26093 -2.08136 0.00 0.11 -0.20 -0.160
C -1.58791 -3.32178 -2.07442 0.14 0.09 -0.21 -0.161
H -2.17377 -4.02773 -5.17693 -0.06 0.01 -0.02 0.023
H -1.84619 -3.53523 -6.84188 -0.01 0.00 -0.02 0.033
H -1.95375 -2.31650 -5.56268 -0.05 0.00 -0.02 0.035
H 1.78479 -5.41669 -5.58037 0.02 -0.05 -0.02 0.035
H 0.56579 -5.52852 -6.85752 -0.01 -0.01 -0.01 0.034
H 0.14568 -5.95251 -5.19371 0.02 -0.05 -0.02 0.023
H 2.20829 -2.47945 -6.58820 0.02 0.03 -0.03 0.032
H 0.84705 -1.35072 -6.57835 0.03 0.03 -0.03 0.032
H 0.87753 -2.68899 -7.73335 -0.02 -0.02 -0.02 0.033
H 2.24506 -2.47769 -1.33653 0.03 0.03 0.01 0.029
H 0.93214 -2.68256 -0.17510 -0.06 -0.08 0.12 0.029
H 0.88890 -1.34709 -1.32841 0.03 0.10 0.03 0.039
H 0.16452 -5.94868 -2.69357 0.02 -0.05 0.02 0.024
H 0.59176 -5.51916 -1.03302 0.00 -0.01 0.02 0.035
H 1.80612 -5.41234 -2.31719 0.02 -0.05 0.02 0.036
H -2.15840 -4.02370 -2.68592 -0.05 0.01 0.03 0.023
H -1.93188 -2.31065 -2.30965 -0.03 -0.05 0.03 0.034
H -1.80712 -3.52645 -1.02515 -0.02 0.00 0.02 0.034
```
Positions in Å, forces in eV/Å.

---

A molecular structure, C19H43N2OP3PbS. Source: the OMol25 dataset; level of theory: ωB97M-V/def2-TZVPD.

Energy relative to the best compared isomer or geometry (same formula, charge and spin) = 140.1 kJ/mol
HOMO level (alpha / beta) = -19.550 / -19.561 eV
Orbital gap (alpha / beta) = 4.67 / 4.38 eV
Net charge = +4

```
70
Properties=species:S:1:pos:R:3:forces:R:3:lowdin_charge:R:1
Pb -1.00091 0.60185 0.41814 -0.21 -0.04 -0.47 0.997
P 1.98200 -0.84503 -0.72126 2.45 -1.54 -1.23 0.857
P 1.12281 1.60013 2.16352 0.93 1.15 1.21 0.742
P -1.25981 -0.27640 -2.51629 -0.62 -1.27 -2.81 0.798
H -3.35369 7.62417 0.25345 -0.77 0.17 -0.32 0.098
C -4.17958 7.09852 -0.24184 1.77 1.89 -1.43 0.149
C -5.07359 6.44551 0.52466 -1.92 -1.02 1.74 0.184
H -4.89839 6.40404 1.60550 -0.34 -0.06 -0.40 0.114
C 3.35741 -0.11352 -1.73189 -0.55 1.25 -0.18 -0.237
C 3.11889 -1.54930 0.53854 -0.67 0.27 1.16 -0.259
C 1.89017 -2.40424 -1.70311 -1.17 -0.19 -0.02 -0.257
C 0.04732 2.70616 3.16165 -0.44 -0.34 -0.34 -0.265
C 1.99187 0.61123 3.44837 -0.40 -0.64 -0.42 -0.218
C 2.43037 2.77469 1.54794 -0.34 -0.34 -0.96 -0.220
C -2.89117 0.40093 -3.01814 -0.12 0.53 0.87 -0.284
C -1.58105 -2.03662 -2.98003 0.20 -0.21 1.09 -0.220
C -0.25850 0.20697 -4.00830 0.73 0.59 0.89 -0.223
H -4.28172 7.25317 -1.32517 0.04 -0.30 0.41 0.140
H -6.02154 6.05713 0.13524 0.37 0.01 0.09 0.131
H 4.13984 -0.87735 -1.88392 -0.49 0.18 0.18 0.081
H 3.79853 0.74496 -1.20363 -0.08 -0.22 -0.28 0.050
H 2.98530 0.22063 -2.71164 0.22 -0.03 0.28 0.051
H 3.87880 -2.13349 0.01016 -0.18 0.17 0.01 0.073
H 2.57244 -2.21120 1.21466 0.15 -0.02 0.04 0.056
H 3.61451 -0.77108 1.12406 -0.03 -0.08 -0.05 0.046
H 2.90283 -2.82643 -1.74909 -0.27 0.22 0.02 0.074
H 1.52781 -2.24476 -2.72501 0.10 0.00 0.23 0.038
H 1.23359 -3.12299 -1.19779 0.13 0.04 -0.18 0.051
H 0.58999 3.08958 4.03494 -0.04 -0.08 -0.24 0.082
H -0.81733 2.11543 3.50509 0.20 0.32 0.07 0.047
H -0.31546 3.53920 2.54289 0.11 -0.18 0.20 0.038
H 2.94233 1.07176 3.74510 -0.25 0.09 -0.20 0.083
H 2.18649 -0.38800 3.04172 0.11 0.14 0.28 0.028
H 1.34859 0.51194 4.32928 0.10 -0.01 -0.15 0.064
H 2.74005 3.48054 2.34514 -0.31 -0.54 -0.22 0.087
H 2.00870 3.34917 0.69670 0.35 -0.22 0.47 0.053
H 3.31171 2.20862 1.18454 -0.47 0.33 0.24 0.055
H -3.09362 0.11419 -4.05872 0.22 -0.03 0.25 0.083
H -2.90184 1.49369 -2.91136 -0.14 -0.40 -0.24 0.010
H -3.65987 -0.01928 -2.35577 0.10 0.15 -0.31 0.044
H -1.84853 -2.06307 -4.05125 0.15 0.13 0.43 0.086
H -2.42684 -2.39623 -2.37054 0.36 -0.07 -0.31 0.067
H -0.68884 -2.65671 -2.78854 -0.53 0.17 -0.17 0.035
H -0.91057 0.13562 -4.90027 0.25 -0.02 0.55 0.081
H 0.61515 -0.46460 -4.11745 -0.46 0.42 0.02 0.051
H 0.08577 1.24994 -3.87096 -0.04 -0.49 -0.38 0.055
C -2.85804 3.46621 -0.04017 -0.19 -1.05 0.24 -0.740
C -1.99556 3.86431 -1.08623 0.54 -0.80 -0.36 -0.142
C -1.43296 5.12727 -1.07782 0.25 0.76 0.04 -0.017
C -1.73608 6.00163 -0.04270 0.59 -0.19 -1.13 -0.044
C -2.40208 5.54944 1.11754 -0.78 -0.21 0.36 -0.067
C -2.97702 4.28498 1.12099 -0.63 0.23 -0.08 -0.076
S -3.68842 1.99873 -0.26621 0.30 -0.06 1.28 0.796
H -0.79980 2.09176 -0.75865 0.50 0.43 0.19 -0.057
H -1.88905 3.18955 -1.94130 -0.22 0.60 0.16 0.080
H -0.82183 5.43523 -1.91591 -0.11 0.23 -0.01 0.140
H -1.54683 7.05968 -0.20482 0.69 -0.22 0.41 0.137
H -2.55367 6.23398 1.96152 0.20 -0.36 -0.25 0.150
H -3.65158 3.96331 1.92031 0.47 0.01 -0.09 0.136
C -1.48922 -4.67872 1.12759 -0.17 -1.00 -0.61 -0.033
N -1.55191 -3.72289 2.19960 0.34 1.38 -0.19 0.052
C -1.35072 -2.39712 2.06718 -0.55 -0.90 1.16 -0.552
N -1.37311 -1.72289 3.25067 0.18 0.45 -0.49 0.186
O -1.18524 -1.81533 0.94652 0.42 0.48 0.00 -0.219
H -1.10447 -4.24872 0.20607 0.01 0.26 0.18 0.075
H -2.47231 -5.10198 0.91348 0.00 0.10 0.05 0.106
H -0.83789 -5.50930 1.40705 -0.01 0.13 0.03 0.107
H -1.69861 -4.08273 3.13850 0.07 0.07 -0.34 0.169
H -1.16827 -0.73357 3.28655 -0.22 -0.45 0.08 0.078
H -1.61762 -2.19804 4.10771 0.10 0.22 -0.03 0.133
```
Positions in Å, forces in eV/Å.

---

The records above yield strongest force on any atom values of 2.162 2.595 3.148 eV/A, respectively.